Record 1
Molecular formula: C4H37NO15
Method: DFT, wB97M-V/def2-TZVPD

```
57
Properties=species:S:1:pos:R:3:forces:R:3
O 1.137054 3.528711 1.597389 -0.23 1.17 -2.13
O -3.023361 0.872137 0.115992 -1.69 -2.23 3.51
O 0.405957 1.267880 3.366250 0.39 -1.12 1.08
O 0.935215 -0.487556 -4.374557 0.69 0.07 0.60
O 2.468235 -2.884227 1.887466 1.28 -0.52 -0.85
O 3.770179 -0.201511 -3.224699 -2.04 -0.15 -0.23
O 1.537720 3.135495 -2.514639 1.24 -2.26 3.50
O 3.193506 1.430971 -1.116076 -0.11 -2.39 2.01
O 2.236238 -0.501945 3.397250 2.37 -2.54 -1.54
O 0.952575 -1.450330 -0.008754 5.24 -0.65 4.46
O -0.390444 -2.047999 3.212467 -3.31 0.59 -4.44
O -0.519878 1.503576 -4.364946 -2.80 -0.80 1.11
O -0.722107 3.424575 -0.788662 -1.24 -3.00 2.61
O -2.941123 -0.876772 2.506934 0.65 0.03 -1.18
O -3.014655 1.026041 4.307675 0.70 2.90 -2.53
N -2.021902 -1.119553 -1.556148 -3.13 -1.23 -1.48
C 0.044373 -1.362347 -0.780787 -3.80 -1.15 1.21
C -1.393774 -1.591603 -0.322585 1.70 -1.97 -2.63
C -2.251920 -2.200339 -2.621086 -0.09 0.98 0.33
C -1.681969 -3.057647 0.138682 0.27 -1.83 0.01
H 0.219883 1.982083 -4.624137 2.11 1.67 -0.52
H -2.800871 0.907048 1.094213 -0.49 0.01 -1.74
H -0.270369 4.169320 -1.063571 1.49 2.51 -0.81
H -2.388006 -1.640905 -3.583082 0.91 -0.63 0.55
H -1.592316 -1.157015 0.620745 -0.10 1.94 0.33
H 1.354802 3.758305 2.467369 0.48 0.77 1.98
H -2.948722 -0.709226 -1.463317 0.37 0.13 0.68
H -1.263397 -3.861442 -0.620462 -1.26 1.46 1.30
H 0.969276 0.497717 3.742693 -1.08 1.81 -0.94
H 3.080919 -3.145100 1.157220 -0.50 0.20 1.02
H 0.951812 2.620999 1.695514 -0.33 -2.16 0.21
H -1.092517 -3.293476 1.106431 -1.01 0.67 -1.45
H 3.613379 0.993336 -1.875475 -0.03 -0.32 0.06
H 1.755190 -2.512448 1.349923 -0.87 0.53 -0.32
H -0.437427 3.271513 0.163013 -0.38 0.60 -1.64
H -2.563779 1.554854 -0.262507 1.94 2.70 -1.63
H -2.585326 0.628792 3.515637 -0.97 0.01 0.96
H 2.832810 -0.080731 -3.577001 0.76 -0.87 0.61
H 1.181810 2.881253 -1.550531 0.53 0.92 -3.15
H -3.035056 0.432317 4.995804 0.04 -2.36 2.05
H -2.023282 -0.966755 2.901100 -1.01 -0.79 -1.36
H -1.413083 -2.903502 -2.520690 -0.10 0.43 -0.83
H 2.549136 -0.576080 2.447419 -1.17 1.25 0.51
H 0.274840 -1.054975 -1.721806 -0.21 1.19 -3.19
H -0.778795 1.837476 -3.492383 0.18 0.19 -0.22
H -0.402437 -2.615044 3.892446 0.26 -3.06 3.97
H -3.180537 -2.826901 -2.617695 0.30 0.39 0.89
H 0.231251 -1.401289 3.295463 3.10 2.56 0.47
H 3.005305 0.594617 -0.517922 0.16 2.44 -1.66
H 2.401942 2.591332 -2.350157 -2.02 1.44 -0.63
H 0.426662 0.218571 -3.891613 0.11 -1.01 -0.79
H 0.747920 -1.325801 -3.938012 -0.05 0.03 0.14
H -2.826416 -3.159545 0.381670 1.96 -0.16 -0.56
H -2.917514 -1.018219 1.500126 0.35 0.07 2.36
H 4.193032 0.440589 -3.762543 1.21 0.82 -0.90
H 2.672227 -1.399411 3.506897 -1.01 0.80 1.03
H -0.290161 1.463865 4.014191 0.22 -0.09 -0.23
```
Forces are in eV/Å.

## Properties
* lowest unoccupied orbital energy (alpha / beta): 2.585 / 2.401 eV
* 2S+1: 2
* energy relative to the best compared isomer or geometry (same formula, charge and spin): 311.4 kJ/mol
* expectation value of S²: 0.752
* net charge: -1
* gap between HOMO and LUMO (alpha / beta): 2.7 / 7.5 eV

Record 2
Molecular formula: C4H37NO15
Method: DFT, wB97M-V/def2-TZVPD

```
57
Properties=species:S:1:pos:R:3:forces:R:3
O 0.337954 1.666160 0.268564 -2.57 0.38 -0.47
O -0.824659 0.114973 2.404460 0.51 0.14 1.54
O 2.207354 -2.476798 -2.936467 -0.33 0.21 -0.54
O 2.876602 -3.418456 -0.262185 0.87 0.37 -1.25
O 2.066228 -0.870262 3.427350 3.22 -0.01 -1.69
O -0.611156 -0.168078 -2.704291 -3.05 -2.56 -0.59
O 2.946493 0.710170 1.443491 -0.27 1.99 -1.72
O 2.555266 2.948750 -0.833198 1.71 -2.07 4.86
O -1.509065 2.381666 -3.224878 1.06 -2.54 -1.16
O -2.693959 3.268357 -1.168847 0.27 1.00 -0.54
O 0.581237 -2.585025 1.575964 1.88 0.16 1.29
O -0.183431 -3.292422 -1.370521 -2.77 -0.82 -2.42
O 0.701171 4.304208 1.052690 0.92 3.56 -3.21
O 1.937034 -0.910630 -0.509682 4.46 1.49 -1.75
O 1.089816 2.362258 2.960325 1.38 -3.10 -0.26
N -2.998493 -2.351789 0.250653 3.43 1.04 0.08
C -3.340037 -0.907730 -0.014370 -0.69 -0.91 4.97
C -3.898497 -0.735523 -1.368507 -1.56 -0.55 -2.19
C -1.721407 -0.515283 1.925224 0.58 1.04 -3.07
C -2.254981 -0.018365 0.575978 -1.25 2.85 -0.33
H 1.747813 2.961515 -0.317895 -0.22 0.37 -0.56
H -1.897709 -2.466248 0.162452 -3.03 -0.27 -0.26
H 0.810298 -2.171772 2.479021 -0.41 -0.46 -1.85
H -1.230511 1.378000 -3.247795 -0.37 2.80 0.18
H 3.313152 0.226119 0.679393 -0.42 0.03 0.59
H -0.652599 1.912023 0.156334 2.39 -0.34 0.19
H 3.063991 -2.458538 -0.461834 -0.66 -1.32 0.23
H -0.253125 -4.238635 -1.615845 0.21 0.93 0.52
H 3.141713 -3.858409 -1.110835 -0.39 0.58 1.25
H 2.535206 1.505085 0.958335 1.26 -1.43 0.98
H 1.484956 -2.926905 1.305399 -1.46 0.38 0.26
H 0.338801 1.306493 1.169820 -0.60 -0.15 -0.34
H -0.445500 -0.643659 -1.876971 0.33 0.34 0.14
H -2.692869 1.097293 0.659268 0.60 -2.32 0.29
H -2.401728 3.865785 -1.919030 -0.51 -1.20 1.48
H 2.121754 -0.302707 -1.271176 -0.51 -0.70 1.05
H -1.126044 2.780408 -4.022879 -0.16 -0.29 0.32
H 0.521218 -3.182008 -0.796681 2.55 -0.09 1.96
H -5.037320 -0.684646 -1.331412 1.46 -0.12 -0.17
H 2.472201 3.214033 -1.672901 -1.02 1.64 -4.60
H -1.481932 -0.713326 -2.946976 2.62 1.70 0.32
H -3.482935 -2.883723 -0.442274 0.18 -0.74 -0.31
H 1.045197 -1.016001 -0.438220 -3.81 -0.34 0.68
H 2.861092 -0.517077 2.830707 -2.45 -1.39 1.67
H 0.639941 4.043823 1.905990 -0.14 -1.36 4.27
H 1.309660 1.457260 2.393044 -0.18 3.46 3.12
H -1.980773 -1.533517 2.118601 -0.47 -0.80 1.27
H -1.382455 0.247243 -0.030032 0.07 -0.99 -0.27
H 1.530612 -1.776188 -2.997943 0.35 -0.57 0.02
H -3.584490 0.111925 -2.029891 0.02 -0.48 0.87
H -4.099574 -0.777895 0.897623 0.47 0.18 -2.47
H 1.732302 -3.280857 -3.190749 0.05 0.33 0.07
H -2.468874 2.400824 -1.525981 -0.12 0.38 -0.12
H 1.579242 2.337068 3.842948 -0.80 -0.35 -1.98
H -3.625574 -1.721540 -1.883277 -0.53 1.55 0.05
H 0.392699 3.584675 0.565289 -1.00 -1.56 -0.97
H 1.666073 -0.030960 3.559662 -1.12 0.93 0.56
```
Forces are in eV/Å.

## Properties
* lowest unoccupied orbital energy: -0.281 eV
* 2S+1: 1
* energy relative to the best compared isomer or geometry (same formula, charge and spin): 743.1 kJ/mol
* net charge: 0
* gap between HOMO and LUMO: 9.3 eV

Record 3
Molecular formula: C4H38N2O15
Method: DFT, wB97M-V/def2-TZVPD

```
59
Properties=species:S:1:pos:R:3:forces:R:3
O 1.445391 1.424102 -3.452310 2.34 -2.53 0.19
O 1.283252 -0.942760 2.621200 -1.01 0.48 -1.76
O 4.177597 1.236556 0.832001 -2.08 -0.14 -0.63
O -3.924007 0.348755 -2.109832 1.25 2.14 4.23
O 2.366532 -3.739452 -0.538873 -0.55 1.76 2.05
O -1.024389 0.318896 2.759445 0.95 -0.74 0.23
O -0.405955 3.253097 0.039093 -0.04 -0.68 0.13
O 3.213588 -1.433111 0.803754 -2.88 -0.44 1.49
O 1.959045 2.777265 -1.354982 -4.98 -1.16 -0.06
O -3.693338 -1.976035 -0.751984 0.71 0.39 -1.77
O -1.735834 -3.544797 0.579924 -0.22 -0.46 -5.16
O 0.468398 -3.550291 1.972009 -2.94 -5.15 1.68
O 1.701022 2.064335 2.401898 -1.50 -0.11 -1.36
O -0.509811 3.177727 -2.649635 -0.69 -0.65 0.24
O -4.114228 1.516153 0.391488 -0.74 -0.40 0.81
N 0.942854 -1.204642 -1.997934 0.59 0.38 0.65
N 0.862807 0.640580 0.148802 -0.07 -1.01 -0.38
C -0.335414 -1.055771 -1.299757 -3.08 0.03 -0.83
C -1.729919 0.688730 1.854409 -2.58 1.98 -0.54
C -1.563107 0.463171 0.394609 -1.55 -0.61 -1.63
C -0.281059 -0.315010 0.065040 0.38 0.95 -1.17
H 2.824247 2.962030 -1.367451 5.05 1.03 -0.15
H -4.224250 0.351667 -2.947461 -1.32 -0.80 -4.26
H 2.637702 -1.114594 1.610412 0.99 -0.91 -1.88
H 0.572253 -2.684932 2.076422 1.20 5.89 0.74
H -0.925152 -2.073669 -1.057528 1.32 2.26 -0.93
H 0.466135 3.209664 0.425840 0.75 -0.40 0.02
H 1.063424 -3.871415 1.362542 2.38 -0.93 -2.24
H -0.026527 3.048190 -1.802624 -0.47 0.61 -0.44
H 1.707008 0.043598 0.211580 -0.46 0.66 -0.28
H 1.761644 -1.427534 -1.390726 -1.18 0.04 -0.51
H 0.954774 1.234529 -0.710168 -0.16 -0.91 1.29
H -2.543212 0.103187 -0.110296 1.50 -0.80 1.68
H -1.076690 -3.712424 -0.210447 -2.22 0.37 1.88
H -1.421166 2.899148 -2.427346 0.69 0.28 -0.22
H -1.079045 -0.364550 -1.979737 1.71 -1.84 1.23
H 1.223891 0.498847 -3.191973 0.68 0.10 0.19
H 4.280021 2.012273 1.382175 0.11 0.25 0.29
H -1.085043 -3.648811 1.217328 2.02 -0.26 3.07
H 1.588617 -1.138042 3.482762 -0.12 -0.13 1.60
H 0.606182 1.758986 -3.575626 -3.15 1.98 -0.68
H 4.022830 -0.998407 0.930941 1.91 1.23 0.11
H 0.990776 1.584467 1.845404 1.60 0.84 0.48
H -0.161879 -1.099767 0.806897 0.15 0.17 0.15
H 3.076206 -3.166200 -0.170556 -0.75 -0.07 0.04
H -3.838390 2.373011 0.083126 -0.23 0.40 -0.47
H -2.640311 1.336397 2.151738 1.10 -0.93 -0.55
H -0.717615 4.072819 0.367277 -0.75 1.41 0.32
H -1.820199 1.389131 -0.202469 1.61 -0.27 0.97
H -4.835858 1.187780 -0.162206 0.40 0.40 -0.24
H 0.356994 -0.495047 2.561688 1.20 -0.34 0.88
H 1.746383 2.216528 -2.168171 0.80 0.58 0.35
H -3.613576 -0.466076 -1.735871 -0.15 -1.30 -0.32
H -4.258734 -2.102614 -0.032375 -1.58 0.00 1.76
H 1.774256 1.482972 3.144392 0.21 -0.41 0.81
H 0.911635 -1.875607 -2.753179 -0.16 -0.15 0.21
H 3.174420 1.256708 0.670045 2.07 0.04 0.42
H -3.099583 -2.712147 -0.649858 0.81 -0.45 0.14
H 2.787115 -4.251879 -1.171935 1.11 -1.69 -1.90
```
Forces are in eV/Å.

## Properties
* lowest unoccupied orbital energy: 0.248 eV
* 2S+1: 1
* energy relative to the best compared isomer or geometry (same formula, charge and spin): 581.0 kJ/mol
* net charge: 0
* gap between HOMO and LUMO: 9.8 eV

Record 4
Molecular formula: C4H38O14
Method: DFT, wB97M-V/def2-TZVPD

```
56
Properties=species:S:1:pos:R:3:forces:R:3
O -1.832156 1.941915 -2.381410 -0.74 0.63 -0.27
O 3.267690 3.057631 -2.899439 0.17 -0.22 0.06
O -3.782467 0.532015 3.396333 -0.57 0.55 -0.23
O 1.252735 -2.394809 1.907298 0.33 0.22 0.63
O -0.033845 -4.200391 0.227157 1.02 1.12 0.05
O -1.368101 3.541460 0.360583 -0.01 -0.31 -0.01
O 3.804744 -2.493480 0.841790 -0.23 0.05 -0.15
O -2.489501 1.082681 0.414016 0.65 0.95 -0.71
O -1.285232 0.476914 4.558132 0.60 0.22 0.03
O 4.206147 -0.420897 -2.002127 0.07 -1.97 0.90
O -2.858017 -0.434187 -2.263367 -0.91 -0.19 -0.34
O -2.177926 -3.205305 -0.723163 -0.64 0.79 0.11
O -2.055474 -1.046464 1.947238 0.05 0.05 -1.04
O 0.620746 3.168902 -2.527032 -0.17 0.06 0.07
C 0.928815 -0.331568 -2.023819 -2.62 -1.68 1.19
C 0.961112 -0.705091 -0.521141 1.11 0.24 -0.85
C 2.349082 0.652178 1.166699 -0.41 -0.42 1.27
C 1.066497 0.566721 0.326323 -0.44 -0.13 1.65
H 1.800450 -1.423483 -0.304650 -0.46 1.09 -0.34
H -2.426011 1.080482 -0.553962 -0.73 -0.75 -0.01
H 3.125371 1.316060 0.784476 0.29 -0.64 -0.29
H -2.556950 -1.199579 -1.766506 0.59 0.34 -0.03
H 0.682420 -2.901860 1.309682 -0.27 -0.36 -0.18
H 2.637890 -0.392849 1.449940 0.45 1.15 -0.74
H -2.307831 -0.273490 1.368885 0.73 -0.52 0.22
H 1.668510 0.309637 -2.394743 1.61 0.35 -0.38
H 3.409126 3.511441 -2.060042 0.19 -0.15 -0.06
H -0.931089 -0.256471 4.034488 -0.41 0.00 -0.04
H 0.862663 1.513710 -0.186771 0.26 -0.25 -0.49
H 2.105719 1.073620 2.155771 -0.02 0.22 -0.24
H 0.267036 0.608165 1.082868 -0.13 -0.40 -0.30
H -2.824952 -1.055930 2.517287 -0.24 -0.08 0.64
H -3.038026 -3.623623 -0.837924 0.04 -0.08 -0.07
H -1.157878 4.319045 0.880416 0.15 0.16 -0.33
H 4.573974 -1.180166 -2.478961 0.32 0.69 -1.09
H 4.004019 -1.027916 -1.246847 -0.41 1.35 0.36
H 0.806445 -1.302720 -2.505548 0.54 0.31 -0.81
H 1.422318 3.423680 -3.022638 -0.19 -0.29 0.18
H 3.392948 2.110205 -2.717666 0.15 0.27 -0.01
H 0.050242 -5.087717 0.569517 -0.70 -0.16 -0.32
H -0.946387 2.000033 -2.751721 0.42 0.47 -0.24
H 0.968298 2.574142 -1.848216 0.01 0.10 -0.13
H -0.840048 1.243497 4.176175 -0.01 -0.04 0.14
H -2.428270 2.400590 -3.006601 0.48 -0.36 0.46
H 0.111098 -1.352347 -0.280892 -0.31 0.59 -0.10
H -0.016468 0.189836 -2.234411 0.05 -0.15 0.16
H -0.833916 -3.910960 -0.277477 0.21 -1.26 0.49
H -1.130859 3.652406 -0.569618 0.09 0.37 0.14
H 2.969936 -2.451364 1.364024 0.38 -0.10 -0.19
H -2.286831 -2.628134 0.056827 0.05 -0.03 0.04
H -1.912686 1.871120 0.507592 -0.36 -0.13 0.92
H -3.729802 1.153158 2.659083 -0.24 -0.19 -0.23
H 4.538570 -2.393296 1.451376 -0.06 -0.01 0.14
H -2.281584 0.353156 -2.290517 0.10 -0.84 0.17
H -3.195245 0.945282 4.035698 0.30 -0.44 0.34
H 0.751268 -1.630346 2.210740 -0.14 -0.19 -0.15
```
Forces are in eV/Å.

## Properties
* lowest unoccupied orbital energy: -0.002 eV
* 2S+1: 1
* energy relative to the best compared isomer or geometry (same formula, charge and spin): 90.8 kJ/mol
* net charge: 0
* gap between HOMO and LUMO: 10.6 eV

Record 5
Molecular formula: C4H38O14S
Method: DFT, wB97M-V/def2-TZVPD

```
57
Properties=species:S:1:pos:R:3:forces:R:3
S 3.859685 2.434717 -0.819697 -0.75 -0.76 1.31
O -0.442019 0.128283 4.217781 -0.13 0.09 0.05
O 2.952860 2.180280 3.108437 0.19 0.26 -0.36
O -1.992953 -0.128824 2.070324 0.08 -0.59 0.09
O -3.011767 -3.148212 1.489670 -0.08 0.01 -0.71
O 2.168458 -0.313768 3.591795 0.27 0.13 -0.09
O 2.800967 -1.771414 0.616203 -1.04 0.95 -1.40
O -0.130110 -3.052409 -0.562362 0.55 0.74 -0.09
O 0.581257 -2.802496 1.964154 -0.65 0.47 -0.92
O -0.171258 1.426807 -4.323580 -1.09 -0.27 0.40
O -2.452674 -3.400813 -1.540147 -0.65 -0.18 0.46
O -3.960492 1.474911 0.417595 0.24 0.11 0.18
O -0.329262 -1.359415 -2.646547 0.53 -0.92 0.32
O 2.314516 -1.169655 -3.269957 0.39 0.01 0.52
O -3.024947 -0.708862 -2.475591 -0.03 1.31 0.06
C 0.172020 2.365109 -1.129421 -2.22 1.66 -0.41
C -0.840870 3.611376 -1.015226 1.32 -1.24 0.30
C 1.032726 2.356489 0.084214 1.97 1.64 -0.98
C 2.370438 1.593442 -0.125554 0.67 -1.05 1.21
H 3.566189 2.749878 -2.064230 -0.63 0.10 -0.95
H 2.413794 -0.876748 2.847568 0.21 0.18 0.17
H 0.428090 -0.279223 4.367894 -0.07 0.34 0.01
H -0.160597 -3.028623 2.532601 0.76 0.05 0.62
H -3.471583 -1.011261 -3.267105 -0.11 -0.48 0.23
H -0.482292 0.510681 -4.252008 0.62 -0.23 -0.03
H 2.007080 -1.213469 0.523717 -0.05 -0.02 1.18
H 1.438698 3.377596 0.241198 -0.81 -0.06 0.21
H 1.378779 -1.207264 -2.978837 0.04 0.27 -0.21
H -2.911787 -1.431913 -1.855517 -0.38 -0.47 -0.53
H -1.666347 3.365747 -1.662531 -0.56 0.31 0.05
H -1.128450 3.831225 0.028852 -0.18 -0.19 -0.58
H 2.738597 -1.990039 -0.334819 1.06 -0.91 0.19
H -3.633227 1.847345 -0.410279 0.05 -0.23 0.13
H -2.014168 0.635323 1.499779 0.75 0.04 0.17
H 0.072802 -2.668735 0.310875 0.05 -0.73 0.12
H 2.803880 1.251591 0.823760 0.04 0.43 0.09
H -1.981549 -2.826609 -0.922861 0.24 -0.05 -0.12
H -0.397531 1.439390 -1.266081 0.27 0.01 0.08
H -3.027231 -2.210441 1.743200 0.32 -0.39 0.35
H 2.039556 2.219994 2.800151 -0.01 0.22 0.13
H -3.197559 1.180498 0.939226 -1.04 0.33 -0.57
H -0.355619 -1.983443 -3.385096 -0.28 0.16 -0.15
H 0.630539 2.620305 -2.084820 0.71 -0.67 0.15
H -0.361105 -2.006128 -1.887102 0.09 0.61 -0.42
H 2.273370 0.631008 -0.618720 -0.07 0.00 -1.06
H 1.471794 -2.809151 2.311236 -0.17 -0.46 0.66
H 3.483550 2.726633 2.512858 -0.15 0.02 0.39
H -2.544417 -3.701032 2.119589 -0.15 0.44 0.33
H -1.361323 0.035353 2.809058 -0.27 0.07 -0.19
H -0.464138 -3.946603 -0.456034 0.10 -0.02 0.12
H -0.298674 4.464474 -1.425909 -0.28 0.16 0.15
H 2.418364 -0.395252 -3.828065 -0.25 -0.02 -0.12
H -2.969361 -3.903052 -0.892670 -0.33 -0.05 -0.34
H 0.456976 2.114333 0.978570 0.49 -0.61 0.09
H -0.820290 0.464602 5.037455 0.24 -0.22 0.00
H 2.746439 0.482755 3.567022 -0.28 -0.80 -0.02
H -1.017825 1.824710 -4.054017 0.47 0.47 -0.23
```
Forces are in eV/Å.

## Properties
* lowest unoccupied orbital energy (alpha / beta): -3.762 / -9.203 eV
* 2S+1: 2
* expectation value of S²: 0.753
* net charge: +1
* gap between HOMO and LUMO (alpha / beta): 8.9 / 3.5 eV

Q: Look up the 2S+1 of the first one.
A: 2

Q: What is the net charge in the fifth record?
A: +1